Entry one
Formula: C5H4S2
Source: the OMol25 dataset
Level of theory: ωB97M-V/def2-TZVPD

The geometry in XYZ format:
```
11
C5H4S2, DFT ωB97M-V/def2-TZVPD
S 2.8930 -0.2440 0.0280
C 1.2782 -0.1352 -0.0392
C 0.4009 -1.2523 -0.0309
C -0.8859 -0.9126 -0.0600
C -1.0102 0.6099 0.1167
C 0.3839 1.0704 0.0222
S 1.0503 2.5028 -0.0359
H 0.7413 -2.2699 -0.0027
H -1.7492 -1.4613 -0.2254
H -1.6019 0.9186 0.9928
H -1.5004 1.1736 -0.7656
```

As for the HOMO energy: -8.758 eV. Its charge is 0. Its frontier orbital gap is 7.089 eV. Its structure (SMILES) is S=C1C=CCC1=S.

***

Entry two
Formula: C5H4S2
Source: the OMol25 dataset
Level of theory: ωB97M-V/def2-TZVPD

The geometry in XYZ format:
```
11
C5H4S2, DFT ωB97M-V/def2-TZVPD
C -0.2237 0.7956 -0.5102
C -0.0996 0.1181 -1.8300
C -0.5873 -0.3725 0.4228
C 0.2059 -0.4133 1.5550
C 1.0091 -0.4563 2.4548
H 0.7872 0.2986 -2.5041
H -0.9847 0.2435 -2.4798
H -1.6889 -0.2547 0.6327
H 1.7830 -0.6891 3.2503
S 0.0174 2.2870 -0.0301
S -0.2184 -1.5569 -0.9614
```

As for the HOMO energy: -9.065 eV. Its charge is 0. Its frontier orbital gap is 8.595 eV.

***

entry one wins, 154.9 kJ/mol ahead of the next structure.

***

Entry one
Formula: C12H19NO2
Source: the OMol25 dataset
Level of theory: ωB97M-V/def2-TZVPD

The geometry in XYZ format:
```
34
C12H19NO2, DFT ωB97M-V/def2-TZVPD
C 2.1407 0.7162 -1.1573
C 2.0027 2.1196 -0.5441
N 0.6095 2.6079 -0.7456
C -0.1338 2.8298 0.4914
C -0.0796 2.6171 -1.9431
C -1.5206 3.1423 -1.9073
O 0.3770 2.1208 -2.9393
H 3.1596 0.4053 -0.9045
H 2.1557 0.5174 -2.2158
H 1.3496 0.0470 -0.8240
H 1.9977 1.9437 0.5215
H 2.7503 2.7550 -0.9818
H 0.0724 3.8484 0.8377
H -1.2103 2.7892 0.4294
H 0.1619 2.1619 1.2842
H -1.8730 3.7478 -1.1058
H -1.5004 3.7253 -2.8260
H -2.1080 2.2251 -1.9109
C -2.8660 -1.8999 1.4838
C -1.3893 -2.2494 1.2199
C -1.1511 -3.3637 0.4158
C 0.1991 -3.6854 0.3005
C 1.2495 -2.8900 0.7480
O 2.5401 -3.2781 0.5147
C 0.9357 -1.7945 1.5287
C -0.4041 -1.5151 1.8380
H -3.5107 -2.6132 0.9834
H -3.1202 -0.9089 1.1082
H -2.9929 -1.9354 2.5657
H -1.8523 -4.1236 0.1126
H 0.3824 -4.4970 -0.4050
H 2.5427 -3.8068 -0.2898
H 1.7043 -1.1380 1.9162
H -0.6185 -0.6208 2.4007
```

As for the HOMO energy: -8.569 eV. Its charge is 0. Its frontier orbital gap is 9.290 eV. Its structure (SMILES) is CCN(C)C(C)=O.Cc1ccc(O)cc1.

***

Entry two
Formula: C12H19NO2
Source: the OMol25 dataset
Level of theory: ωB97M-V/def2-TZVPD

The geometry in XYZ format:
```
34
C12H19NO2, DFT ωB97M-V/def2-TZVPD
C 2.1842 3.5064 0.6538
C 0.3310 2.5041 -0.8787
C -0.5510 1.5846 -0.2209
C -0.7576 -0.2273 0.9183
C -1.3739 0.2239 2.1804
C -2.4024 -0.6054 2.6030
C -2.8526 -1.8070 1.9992
C -2.0961 -2.1616 0.8247
C -1.2114 -1.2657 0.0579
C 0.6718 -1.7151 -1.2275
C 0.7901 -1.3854 -2.5753
C 1.1238 -3.0692 -0.8723
H 3.0623 4.3811 0.8935
H 2.1440 2.9562 1.9814
H 2.7418 2.7846 0.1413
H 0.1822 4.2187 0.1838
H -0.2483 2.8032 -1.6602
H 1.1099 1.8479 -1.3886
H -1.1215 2.0404 0.6142
H -0.9650 1.1757 -1.1051
H -1.2848 1.2271 2.6450
H -2.5344 -0.2352 3.8126
H -3.3270 -2.5551 2.7931
H -1.7504 -3.3678 0.4600
H 1.1379 -0.8710 -0.7105
H 0.6445 -2.2248 -3.1494
H 0.4811 -0.4532 -3.1780
H 1.7456 -1.5701 -2.8506
H 2.3940 -2.9959 -0.1502
H 1.2925 -3.8894 -1.9978
H 0.2586 -3.3148 0.0051
N 0.8667 3.6871 -0.2738
O 0.1925 0.5578 0.5617
O -0.8779 -1.7847 -1.0901
```

As for the HOMO energy: -8.191 eV. Its charge is 0. Its frontier orbital gap is 8.853 eV.

***

Entry three
Formula: C12H19NO2
Source: the OMol25 dataset
Level of theory: ωB97M-V/def2-TZVPD

The geometry in XYZ format:
```
34
C12H19NO2, DFT ωB97M-V/def2-TZVPD
C -3.6248 0.1326 -1.0545
C -2.5030 0.8548 -0.1665
C -2.8423 1.1964 1.2074
C -1.2372 0.0106 -0.2309
C -0.0857 0.6821 -0.4900
O 0.0476 1.9526 -0.2962
C 1.5148 -0.1158 -0.6598
N 2.2700 0.4404 -1.7809
C 2.2257 0.1597 0.5995
C 1.6674 -0.7664 1.7670
C 3.7134 0.0121 0.4246
C 1.0618 -1.5711 -0.9085
C -0.0520 -2.1907 -0.5495
C -1.3092 -1.4447 -0.1679
O -2.3520 -2.0295 0.1627
H -4.4267 0.7640 -1.3318
H -3.9449 -0.6413 -0.4462
H -3.0876 -0.1349 -2.0031
H -2.3827 1.7919 -0.7649
H -2.1289 1.8775 1.6501
H -2.9641 0.3178 1.7769
H -3.7652 1.6951 1.0857
H -0.7460 2.4158 0.0693
H 1.8338 0.5005 -2.6874
H 2.6381 1.3219 -1.4322
H 2.0055 1.2569 0.9851
H 1.9587 -1.8338 1.6267
H 0.5602 -0.7680 1.7109
H 2.0211 -0.4578 2.8095
H 3.8806 -0.9522 -0.1600
H 4.1998 0.0973 1.3232
H 4.0132 0.8403 -0.2681
H 1.9480 -2.1093 -1.1819
H -0.1073 -3.3047 -0.6183
```

As for the HOMO energy: -8.755 eV. Its charge is 0. Its frontier orbital gap is 9.074 eV. Its structure (SMILES) is CC(C)C1=C(O)[C@@](N)(C(C)C)C=CC1=O.

***

Entry four
Formula: C12H19NO2
Source: the OMol25 dataset
Level of theory: ωB97M-V/def2-TZVPD

The geometry in XYZ format:
```
34
C12H19NO2, DFT ωB97M-V/def2-TZVPD
C 0.0778 3.2281 -2.3073
C -0.1338 1.9904 -3.2096
N -0.1317 0.6949 -2.5294
C -1.1332 -0.1766 -3.1441
C 1.0696 0.0743 -2.1726
C 2.2066 0.9762 -1.8199
O 1.1308 -1.1172 -1.9942
H -0.6311 3.2895 -1.4810
H -0.0964 4.0208 -3.0116
H 1.0887 3.2327 -1.9683
H -1.0876 2.1720 -3.6884
H 0.6024 2.1067 -4.0065
H -0.8892 -0.2989 -4.1907
H -0.9875 -1.1549 -2.7131
H -2.2227 -0.1315 -3.0480
H 1.9081 1.8197 -1.2175
H 2.8944 0.4550 -1.1755
H 2.7858 1.3487 -2.6669
C 0.3455 -2.5064 4.9478
C -0.0737 -1.7681 3.7055
C 0.7950 -1.4974 2.6606
C 0.3009 -0.8949 1.5075
C -1.0287 -0.5776 1.3877
O -1.6833 -0.4356 0.1797
C -1.8955 -0.7054 2.4911
C -1.4242 -1.4053 3.5724
H -0.2496 -2.1343 5.7606
H 1.3976 -2.3008 5.1809
H 0.2276 -3.5862 5.0428
H 1.8410 -1.6912 2.8637
H 0.9669 -0.7159 0.6717
H -0.9917 -0.2486 -0.4739
H -2.9274 -0.3850 2.4329
H -2.0513 -1.6772 4.4139
```

As for the HOMO energy: -8.057 eV. Its charge is 0. Its frontier orbital gap is 8.834 eV. Its structure (SMILES) is CCN(C)C(C)=O.Cc1ccc(O)cc1.

***

entry four wins, 26.3 kJ/mol ahead of the next structure.

***

Entry one
Formula: CHFO2
Source: the OMol25 dataset
Level of theory: ωB97M-V/def2-TZVPD

The geometry in XYZ format:
```
5
CHFO2, DFT ωB97M-V/def2-TZVPD
O 0.7305 -1.7198 -0.0436
C -0.0085 -0.7792 0.1020
O -1.4227 -1.1665 0.0281
F -2.1485 0.0819 -0.0340
H 0.3552 0.3021 0.0436
```

As for the HOMO energy: -11.906 eV. Its charge is 0. Its frontier orbital gap is 12.041 eV. Its structure (SMILES) is O=COF.

***

Entry two
Formula: CHFO2
Source: the OMol25 dataset
Level of theory: ωB97M-V/def2-TZVPD

The geometry in XYZ format:
```
5
CHFO2, DFT ωB97M-V/def2-TZVPD
C 1.0274 1.8537 -0.5018
O 1.3802 1.2557 -1.3919
O -1.0221 -0.9935 1.0452
F -0.8458 -1.8672 -0.0029
H -0.5397 -0.2488 0.8514
```

As for the HOMO energy: -11.777 eV. Its charge is 0. Its frontier orbital gap is 12.448 eV.

***

entry one wins, 10.0 kJ/mol ahead of the next structure.

***

Entry one
Formula: CH7IN3
Source: the OMol25 dataset
Level of theory: ωB97M-V/def2-TZVPD

The geometry in XYZ format:
```
12
CH7IN3, DFT ωB97M-V/def2-TZVPD
N -0.0953 0.5015 -1.2888
N -0.1440 -0.7483 -0.7705
C -0.3255 -0.7564 0.5479
N 0.2665 0.3941 1.2433
I -2.8117 -0.3607 1.0758
H -0.9226 1.0586 -0.9396
H -0.0888 0.5190 -2.3943
H -0.1906 -1.5959 -1.2624
H -0.1249 -1.8589 0.9547
H 1.1882 0.2542 1.6734
H 0.4942 1.1863 0.6000
H -0.4618 0.6162 1.9018
```

As for the HOMO energy: -12.908 eV. Its charge is +1. Its frontier orbital gap is 8.193 eV. Its structure (SMILES) is NN[C@@H]([NH3+])I.

***

Entry two
Formula: CH7IN3
Source: the OMol25 dataset
Level of theory: ωB97M-V/def2-TZVPD

The geometry in XYZ format:
```
12
CH7IN3, DFT ωB97M-V/def2-TZVPD
N -0.8413 -0.3212 1.0254
C -0.4890 0.7310 0.1767
I -0.4855 2.8341 0.8184
N 0.8238 0.4037 -0.2487
N 0.6768 -0.7746 -1.0279
H -0.2063 -0.4289 1.7857
H -1.7478 -0.3278 1.2620
H -1.0800 0.7178 -0.6747
H 1.4660 0.2500 0.6166
H 0.2320 -1.4627 -0.4401
H 0.1318 -0.4667 -1.8877
H 1.5196 -1.1549 -1.4058
```

As for the HOMO energy: -13.346 eV. Its charge is +1. Its frontier orbital gap is 9.525 eV. Its structure (SMILES) is N[C@@H](I)N[NH3+].

***

entry two wins, 51.8 kJ/mol ahead of the next structure.

***

Entry one
Formula: C6H5N3
Source: the OMol25 dataset
Level of theory: ωB97M-V/def2-TZVPD

The geometry in XYZ format:
```
14
C6H5N3, DFT ωB97M-V/def2-TZVPD
C 2.6340 0.2440 0.0881
C 1.3375 0.6267 -0.0676
C 1.5787 -1.6014 -0.0364
C -1.9362 0.3977 0.0320
C -2.7143 -0.6925 0.0639
C -0.7540 -0.6097 -0.0352
N 2.7467 -1.0826 0.0839
N -1.5327 -1.6375 0.0133
N 0.5844 -0.5387 -0.1409
H 3.5865 0.7462 0.2080
H 0.7957 1.5935 -0.1966
H 1.1778 -2.6304 -0.0273
H -1.9890 1.4057 0.1507
H -3.6765 -1.0609 0.1529
```

As for the HOMO energy (spin up / spin down): -8.472 / -8.471 eV. Its charge is 0. Its frontier orbital gap (spin up / spin down) is 8.168 / 8.167 eV.

***

Entry two
Formula: C6H5N3
Source: the OMol25 dataset
Level of theory: ωB97M-V/def2-TZVPD

The geometry in XYZ format:
```
14
C6H5N3, DFT ωB97M-V/def2-TZVPD
C 0.6215 0.9158 0.6228
C -0.3992 -1.7673 -0.9448
C 0.0585 -0.3724 2.3832
C 0.2822 0.9262 -0.5661
C -0.2947 -1.2357 0.2801
C 0.0976 1.3008 -1.9152
N 0.9179 0.5969 1.8315
N -0.4958 -1.9108 -2.0919
N -0.3121 -1.4720 1.4613
H 0.5353 -0.8979 3.2157
H -0.8824 -0.0054 2.6803
H 0.0539 0.3119 -2.5375
H 0.7599 1.9857 -2.4357
H -0.9425 1.6242 -1.9838
```

As for the HOMO energy (spin up / spin down): -8.060 / -8.058 eV. Its charge is 0. Its frontier orbital gap (spin up / spin down) is 6.952 / 6.949 eV.

***

Entry three
Formula: C6H5N3
Source: the OMol25 dataset
Level of theory: ωB97M-V/def2-TZVPD

The geometry in XYZ format:
```
14
C6H5N3, DFT ωB97M-V/def2-TZVPD
C 2.0324 -1.3153 -0.1646
C 1.4673 1.7176 0.1106
C -0.5645 -1.4250 -0.1608
C 0.6550 -1.1771 -0.0837
C -1.4217 -0.2806 0.2185
C -0.7543 1.0328 -0.0795
N 3.1476 -1.5057 -0.1370
N 2.3689 2.4118 -0.0741
N 0.4946 0.9953 0.5880
H -1.0894 -2.3639 -0.4424
H -2.3740 -0.3109 -0.3150
H -1.7514 -0.6270 1.3078
H -0.8127 1.1628 -1.2035
H -1.3979 1.6852 0.4356
```

As for the HOMO energy (spin up / spin down): -9.317 / -9.537 eV. Its charge is 0. Its frontier orbital gap (spin up / spin down) is 7.446 / 7.782 eV.

***

Entry four
Formula: C6H5N3
Source: the OMol25 dataset
Level of theory: ωB97M-V/def2-TZVPD

The geometry in XYZ format:
```
14
C6H5N3, DFT ωB97M-V/def2-TZVPD
C -1.2618 -1.0705 -2.0919
C 0.8491 2.0940 0.9137
C 1.7852 1.0205 0.9935
C -0.1645 1.6292 0.1033
C -0.9168 -2.3654 0.0847
C -0.9222 -1.4621 -0.8447
N -1.5768 -0.6714 -3.1127
N 1.2934 0.0399 0.2609
N 0.1544 0.4001 -0.2628
H 1.0358 3.0815 1.2544
H 2.6490 0.7585 1.7594
H -1.1175 2.1159 -0.0865
H -0.2899 -2.2901 0.9203
H -1.5173 -3.2802 0.1084
```

As for the HOMO energy (spin up / spin down): -9.030 / -9.031 eV. Its charge is 0. Its frontier orbital gap (spin up / spin down) is 7.025 / 7.027 eV.

***

entry one wins, 121.0 kJ/mol ahead of the next structure.

***

Entry one
Formula: CH6N2S
Source: the OMol25 dataset
Level of theory: ωB97M-V/def2-TZVPD

The geometry in XYZ format:
```
10
CH6N2S, DFT ωB97M-V/def2-TZVPD
S 2.0476 0.8696 0.7574
H 2.3584 -0.4409 0.7688
N -0.0304 -0.5084 -1.0611
C -1.0029 -0.2938 -0.1964
N -0.9162 0.6905 0.6588
H 1.0020 -0.1820 -0.9859
H -0.0878 -1.4511 -1.5703
H -1.9320 -0.9544 -0.2422
H -1.7582 1.1603 1.0427
H 0.3194 1.1102 0.8282
```

As for the HOMO energy: -7.978 eV. Its charge is 0. Its frontier orbital gap is 8.449 eV.

***

Entry two
Formula: CH6N2S
Source: the OMol25 dataset
Level of theory: ωB97M-V/def2-TZVPD

The geometry in XYZ format:
```
10
CH6N2S, DFT ωB97M-V/def2-TZVPD
N -0.2178 -0.1993 1.6551
N -0.3705 0.4512 0.3351
C 0.5794 -0.1320 -0.5569
S 0.3255 0.6360 -2.1789
H -1.0573 0.0227 2.2647
H 0.3709 0.3813 2.1321
H -1.3152 0.3052 -0.0187
H 1.6789 -0.0587 -0.3544
H 0.5955 -1.1896 -0.7611
H -0.5894 -0.2168 -2.5171
```

As for the HOMO energy: -8.740 eV. Its charge is 0. Its frontier orbital gap is 9.774 eV. Its structure (SMILES) is NNCS.

***

entry one wins, 59.9 kJ/mol ahead of the next structure.